[1]
{"formula": "C3H3N3O", "method": "ωB97M-V/def2-TZVPD", "lumo_ev": 0.515, "de_lowest_kcal_mol": 22.66, "homo_ev": -9.6, "gap_ev": 10.07, "total_charge": 0, "smiles": "N=C=CC=O.N#N", "species": ["N", "C", "N", "N", "O", "C", "C", "H", "H", "H"], "positions_angstrom": [[0.231632, 2.055537, -0.630481], [0.489287, 0.876671, -0.732089], [-2.127232, 0.562215, 1.198537], [-2.102622, -0.253430, 1.941103], [0.235329, -0.897195, 1.280157], [0.698804, -1.298236, 0.233064], [0.947089, -0.367671, -0.852879], [-0.723789, 2.377807, -0.752872], [0.898681, -2.383535, 0.060320], [1.460856, -0.673102, -1.746815]], "forces_ev_per_angstrom": [[0.0, -0.9, 0.4], [0.4, 0.6, -0.3], [-0.1, -1.5, 1.5], [-0.5, 1.7, -1.4], [0.5, -0.7, 0.2], [-0.2, 0.2, 0.4], [-0.1, 0.1, -0.2], [0.0, 0.0, -0.2], [0.1, 0.5, 0.0], [-0.1, 0.0, -0.3]]}

***

[2]
{"formula": "C3H3N3O", "method": "ωB97M-V/def2-TZVPD", "lumo_ev": 0.317, "de_lowest_kcal_mol": 54.06, "homo_ev": -9.2, "gap_ev": 9.48, "total_charge": 0, "smiles": "[H]/N=N/C=C\\N=C=O", "species": ["O", "C", "N", "N", "C", "C", "N", "H", "H", "H"], "positions_angstrom": [[2.180425, -1.709098, 0.624204], [1.063262, -1.598485, 0.286073], [0.821829, 1.621492, -0.339196], [-0.010401, 1.242840, 0.497555], [-1.127138, 0.546180, -0.053471], [-1.155052, -0.766829, -0.272838], [-0.084429, -1.636627, -0.092410], [1.558712, 2.108817, 0.195480], [-2.023590, 1.148230, -0.159253], [-2.068092, -1.252063, -0.597982]], "forces_ev_per_angstrom": [[-0.8, 0.1, -0.2], [0.3, -0.1, 0.0], [-0.2, -0.1, 0.4], [0.2, 0.1, -0.3], [-0.1, -0.2, -0.1], [-0.1, 0.3, 0.0], [0.6, 0.0, 0.2], [0.0, -0.1, -0.1], [0.1, -0.1, 0.0], [0.1, 0.1, 0.0]]}

***

[3]
{"formula": "C3H3N3O", "method": "ωB97M-V/def2-TZVPD", "lumo_ev": -0.063, "de_lowest_kcal_mol": 50.99, "homo_ev": -10.5, "gap_ev": 10.43, "total_charge": 0, "smiles": "O=Cn1nccn1", "species": ["C", "C", "C", "H", "H", "H", "N", "N", "N", "O"], "positions_angstrom": [[0.426030, -0.165839, 1.929393], [-0.148760, -0.597354, -1.366559], [-0.464043, 0.796464, -1.242201], [-0.148147, 0.665848, 2.399155], [-0.250855, -1.219776, -2.249428], [-0.737591, 1.560429, -2.035823], [0.000381, -0.097183, 0.559539], [0.281979, -1.136910, -0.309083], [-0.304608, 1.124488, -0.012511], [1.345614, -0.930166, 2.327519]], "forces_ev_per_angstrom": [[3.2, -1.3, -0.2], [-0.5, -0.1, -4.5], [-0.3, 0.6, -2.2], [0.7, -0.7, 0.8], [0.2, 0.3, -0.1], [0.4, -1.3, 1.2], [2.2, -0.5, 1.8], [-1.3, 1.6, 2.7], [-0.4, -1.6, 1.8], [-4.3, 3.1, -1.2]]}

***

[4]
{"formula": "C3H3N3O", "method": "ωB97M-V/def2-TZVPD", "lumo_ev": [-0.704, -0.704], "de_lowest_kcal_mol": 142.80, "homo_ev": [-9.0, -9.0], "gap_ev": [8.30, 8.30], "total_charge": 0, "species": ["O", "C", "N", "N", "C", "C", "N", "H", "H", "H"], "positions_angstrom": [[1.870566, -0.450144, -0.123254], [1.037257, -1.316597, 0.607508], [1.297501, 0.878870, -0.146647], [0.070801, 1.264965, 0.106786], [-1.043533, 0.601634, -0.039418], [-1.126305, -0.808601, -0.236581], [-0.087622, -1.529210, 0.042348], [1.948674, 1.432266, 0.399465], [-1.942001, 1.209968, 0.012050], [-2.025342, -1.283149, -0.622256]], "forces_ev_per_angstrom": [[0.1, -0.3, -0.1], [-0.4, 0.1, -0.2], [-0.1, 0.3, 0.1], [-0.1, -0.2, 0.0], [0.1, 0.0, 0.0], [0.2, 0.0, 0.0], [0.2, 0.2, 0.2], [-0.1, 0.0, -0.1], [0.1, -0.1, 0.0], [0.1, 0.1, 0.0]]}